Record 1
Density functional theory data (ωB97M-V/def2-TZVPD) for a gas-phase ion, C14H25B2FN5O4 (charge +1).

Calculated values
Total charge: +1
SMILES: CCCCC[C@H]1NC(NF)=[N+](c2ccncc2)[C@@](B(N)O)(B(O)OC)O1
Orbital gap, eV: 9.66

Element x y z (Å)
C  1.41  -3.40  1.55
C  1.91  -3.54  0.10
C  0.79  -3.63  -0.97
C  0.93  -2.64  -2.14
C  -0.26  -1.68  -2.33
C  0.08  -0.30  -1.81
N  -1.06  0.62  -2.04
C  -1.23  1.66  -1.21
N  -2.03  2.65  -1.55
F  -2.59  2.66  -2.77
N  -0.64  1.74  0.02
C  0.40  2.76  0.10
C  0.20  3.82  0.96
C  1.17  4.80  1.03
N  2.29  4.76  0.32
C  2.46  3.74  -0.51
C  1.55  2.71  -0.66
C  -0.31  0.36  0.47
B  0.56  0.45  1.86
N  1.96  0.33  1.77
O  -0.08  0.61  3.07
B  -1.65  -0.41  0.87
O  -1.80  -1.73  0.54
O  -2.60  0.32  1.53
C  -3.99  0.00  1.36
O  0.53  -0.30  -0.47
H  1.97  -2.63  2.08
H  0.36  -3.10  1.57
H  1.52  -4.32  2.11
H  2.57  -2.70  -0.14
H  2.53  -4.44  0.02
H  -0.16  -3.45  -0.47
H  0.76  -4.64  -1.36
H  1.08  -3.19  -3.07
H  1.84  -2.05  -2.00
H  -0.46  -1.57  -3.40
H  -1.17  -2.06  -1.86
H  0.91  0.08  -2.41
H  -1.92  0.15  -2.30
H  -2.27  3.45  -0.98
H  -0.70  3.89  1.56
H  1.04  5.65  1.70
H  3.38  3.73  -1.08
H  1.75  1.89  -1.34
H  2.35  -0.38  1.15
H  2.41  0.31  2.68
H  -0.51  1.45  3.21
H  -2.24  -2.24  1.23
H  -4.23  -0.14  0.31
H  -4.27  -0.88  1.93
H  -4.56  0.84  1.74

Results of the natural (NBO) charge analysis, in e, for atoms 1 through 4:
1. C -0.61
2. C -0.40
3. C -0.41
4. C -0.39

=====

Record 2
Density functional theory data (ωB97M-V/def2-TZVPD) for a molecular structure, C14H25Be2N8O8.

Calculated values
Total charge: +3
Orbital gap, eV: 1.70

Element x y z (Å)
Be  23.13  -9.97  -23.01
Be  22.58  -14.26  -22.97
O  19.94  -11.98  -20.63
C  20.96  -11.36  -21.28
O  21.02  -10.13  -21.41
O  21.87  -12.05  -21.77
H  19.39  -11.24  -20.37
C  19.21  -7.01  -21.68
O  19.12  -5.83  -21.43
N  18.19  -7.82  -21.48
N  20.28  -7.57  -22.23
H  17.42  -7.45  -20.94
H  18.48  -8.78  -21.36
H  20.08  -8.55  -22.34
H  21.18  -7.11  -22.19
C  20.28  -15.55  -20.61
O  20.86  -15.42  -21.66
N  20.22  -16.61  -19.87
N  19.46  -14.58  -20.14
H  19.75  -16.60  -18.97
H  20.64  -17.38  -20.36
H  18.74  -14.87  -19.49
H  19.39  -13.71  -20.65
C  17.42  -10.48  -19.10
O  17.71  -10.33  -20.26
N  18.00  -11.36  -18.32
N  16.54  -9.79  -18.48
H  17.51  -11.39  -17.43
H  18.78  -11.99  -18.42
H  16.40  -9.88  -17.49
H  16.35  -8.88  -18.88
C  23.35  -13.35  -17.27
C  24.21  -14.40  -17.00
C  23.64  -15.64  -16.61
C  22.27  -15.85  -16.67
C  21.40  -14.79  -17.03
C  21.99  -13.55  -17.19
O  21.14  -12.49  -17.38
O  24.45  -16.65  -16.22
H  23.61  -12.34  -17.55
H  25.27  -14.26  -16.81
H  21.97  -16.81  -16.29
H  20.32  -14.80  -17.10
H  21.21  -12.06  -18.24
H  25.35  -16.34  -16.35
C  17.60  -11.67  -22.95
C  17.24  -12.60  -24.07
N  16.94  -13.26  -24.98
H  18.60  -11.25  -22.99
H  17.61  -12.30  -22.06
H  16.91  -10.83  -22.84
C  21.93  -8.84  -18.45
C  23.15  -9.34  -17.71
N  24.08  -9.70  -17.13
H  21.44  -8.07  -17.85
H  21.14  -9.59  -18.47
H  22.03  -8.52  -19.49

Results of the natural (NBO) charge analysis, in e, for atoms 1 through 4:
1. Be 0.99
2. Be 1.23
3. O -0.74
4. C 0.97

=====

Record 3
Density functional theory data (ωB97M-V/def2-TZVPD) for a molecular structure, C14H25BeBrN5O2S.

Calculated values
Total charge: +1
Orbital gap, eV: 8.85

Element x y z (Å)
Be  0.31  -0.05  0.17
N  -0.49  0.87  1.41
C  0.08  0.44  2.70
C  1.57  0.19  2.47
N  1.76  -0.49  1.17
C  1.80  -1.97  1.20
C  0.37  -2.50  1.08
N  -0.29  -1.71  0.03
H  -0.36  1.86  1.25
H  -1.50  0.68  1.35
H  -0.43  -0.47  3.02
H  -0.07  1.18  3.49
H  2.01  -0.38  3.29
H  2.09  1.15  2.42
H  2.63  -0.16  0.75
H  2.30  -2.34  2.10
H  2.37  -2.29  0.33
H  -0.18  -2.37  2.01
H  0.38  -3.57  0.86
H  -1.32  -1.69  0.13
H  -0.10  -2.09  -0.89
C  -3.50  0.60  -3.29
N  -3.11  0.47  -1.89
C  -3.92  0.18  -0.87
S  -3.36  -0.58  0.56
N  -5.23  0.45  -0.96
C  -5.84  1.52  -1.74
H  -2.65  0.28  -3.88
H  -3.76  1.62  -3.56
H  -4.34  -0.06  -3.51
H  -2.13  0.30  -1.75
H  -5.75  0.11  -0.17
H  -6.15  1.20  -2.73
H  -5.16  2.36  -1.82
H  -6.73  1.85  -1.20
Br  6.34  -1.77  -3.25
C  4.57  -1.20  -2.98
C  4.33  -0.11  -2.14
C  3.02  0.30  -1.93
C  1.97  -0.36  -2.55
C  2.23  -1.42  -3.41
C  3.53  -1.85  -3.62
C  0.55  0.04  -2.30
O  -0.36  -0.27  -3.05
O  0.33  0.69  -1.18
H  5.16  0.40  -1.68
H  2.82  1.16  -1.30
H  1.40  -1.90  -3.92
H  3.74  -2.68  -4.28

Results of the natural (NBO) charge analysis, in e, for atoms 1 through 4:
1. Be 1.66
2. N -1.00
3. C -0.24
4. C -0.24

=====

Record 4
Density functional theory data (ωB97M-V/def2-TZVPD) for 11 unconnected molecules or ions with the total composition C14H25Cl30FNOP3.

Calculated values
Total charge: 0
SMILES: CC[C@H](F)[PH2]([PH2]=N)P(C)O.ClC(Cl)Cl.ClC(Cl)Cl.ClC(Cl)Cl.ClC(Cl)Cl.ClC(Cl)Cl.ClC(Cl)Cl.ClC(Cl)Cl.ClC(Cl)Cl.ClC(Cl)Cl.ClC(Cl)Cl
Orbital gap, eV: 7.86

Element x y z (Å)
C  -2.69  -1.41  -3.01
C  -2.51  -0.06  -3.72
C  -3.78  0.44  -4.40
F  -3.47  1.00  -5.63
P  -4.69  1.77  -3.42
P  -2.77  3.13  -3.33
N  -2.19  3.05  -1.86
P  -6.65  0.65  -3.02
C  -6.13  -0.92  -2.23
O  -7.10  0.20  -4.57
H  -3.39  -2.05  -3.56
H  -3.04  -1.29  -1.99
H  -1.75  -1.94  -2.97
H  -2.09  0.66  -3.02
H  -1.77  -0.16  -4.52
H  -4.48  -0.37  -4.58
H  -5.46  2.67  -4.18
H  -4.68  1.94  -2.00
H  -1.84  2.72  -4.31
H  -3.04  4.47  -3.69
H  -2.71  2.44  -1.24
H  -6.94  -1.31  -1.61
H  -5.28  -0.71  -1.57
H  -5.83  -1.67  -2.96
H  -8.05  0.02  -4.59
Cl  0.98  -1.37  -5.93
C  1.46  -1.84  -4.30
Cl  0.79  -0.73  -3.11
Cl  0.96  -3.50  -3.95
H  2.54  -1.79  -4.23
Cl  1.21  0.48  0.11
C  2.87  -0.02  0.39
Cl  3.11  -0.58  2.04
Cl  3.35  -1.29  -0.75
H  3.52  0.83  0.22
Cl  0.61  -4.60  4.84
C  0.63  -2.85  4.63
Cl  2.17  -2.18  5.16
Cl  0.28  -2.41  2.97
H  -0.15  -2.44  5.26
Cl  0.37  -9.18  7.84
C  -0.40  -7.63  7.54
Cl  -2.14  -7.73  7.79
Cl  0.30  -6.37  8.55
H  -0.23  -7.37  6.50
Cl  6.00  -1.93  3.06
C  7.51  -1.30  2.41
Cl  7.24  -0.55  0.84
Cl  8.26  -0.16  3.53
H  8.20  -2.13  2.27
Cl  2.42  4.95  1.24
C  1.65  4.09  2.57
Cl  -0.09  3.98  2.32
Cl  2.36  2.49  2.78
H  1.82  4.66  3.48
Cl  -4.17  -4.50  9.81
C  -2.58  -4.05  9.21
Cl  -2.67  -3.50  7.53
Cl  -1.82  -2.84  10.23
H  -1.95  -4.94  9.22
Cl  3.23  8.94  1.82
C  3.81  8.58  3.44
Cl  3.29  9.82  4.58
Cl  3.27  6.98  3.96
H  4.89  8.57  3.42
Cl  -3.99  4.01  -6.27
C  -3.90  5.13  -7.63
Cl  -3.24  6.68  -7.13
Cl  -2.97  4.44  -8.95
H  -4.91  5.30  -7.99
Cl  8.06  -2.14  -2.12
C  9.74  -2.60  -1.89
Cl  10.03  -3.14  -0.23
Cl  10.23  -3.84  -3.05
H  10.36  -1.73  -2.07

Results of the Löwdin charge analysis, in e, for atoms 1 through 4:
1. C -0.10
2. C -0.28
3. C -0.51
4. F -0.09

=====

Record 5
Density functional theory data (ωB97M-V/def2-TZVPD) for a molecular structure, C14H25ClNPSr.

Calculated values
Total charge: 0
Orbital gap, eV: 6.01

Element x y z (Å)
C  4.00  0.21  -3.03
C  3.53  1.42  -2.50
C  2.33  1.44  -1.73
C  1.68  0.24  -1.53
C  2.15  -0.98  -2.00
C  3.34  -0.98  -2.76
C  1.78  2.73  -1.13
C  0.23  2.86  -1.07
N  -0.33  3.42  -2.29
Sr  0.24  0.29  0.71
C  1.28  -2.21  -1.72
P  -0.49  -1.65  -1.57
H  4.04  2.35  -2.70
H  3.70  -1.92  -3.18
H  4.88  0.22  -3.68
H  1.53  -2.71  -0.76
H  1.36  -2.98  -2.50
H  2.16  2.90  -0.10
H  2.17  3.59  -1.69
H  -0.31  1.88  -0.90
C  -1.46  -3.19  -1.31
C  -0.80  -1.30  -3.34
H  -0.04  3.55  -0.25
C  -0.26  2.54  -3.44
C  -1.66  3.97  -2.08
H  -1.98  -0.59  1.64
H  -0.67  3.07  -4.31
H  0.77  2.23  -3.63
H  -0.87  1.62  -3.30
H  -2.00  4.46  -3.00
H  -2.41  3.19  -1.81
H  -1.64  4.70  -1.26
H  -0.71  -2.16  -4.01
H  -1.82  -0.91  -3.44
H  -0.12  -0.52  -3.70
H  -1.30  -3.99  -2.05
H  -1.24  -3.60  -0.32
H  -2.52  -2.93  -1.32
H  -2.24  -0.01  1.21
Cl  1.66  -0.54  3.09
C  2.56  -0.03  1.75
H  2.77  1.05  1.72
H  3.11  -0.81  1.22

Results of the natural (NBO) charge analysis, in e, for atoms 1 through 4:
1. C -0.26
2. C -0.22
3. C -0.11
4. C -0.52

=====

Record 6
Density functional theory data (ωB97M-V/def2-TZVPD) for a molecular structure, C14H25FIOP2Zr.

Calculated values
Total charge: +3
Orbital gap (alpha / beta), eV: 3.87 / 3.79

Element x y z (Å)
C  1.18  0.29  -2.43
I  -2.86  -1.09  -2.96
H  2.13  0.15  -1.88
H  1.25  1.17  -3.08
H  1.16  -0.61  -3.09
Zr  -0.72  -0.20  -1.36
P  0.03  2.39  -0.89
C  -1.63  3.13  -1.09
C  0.55  3.10  0.71
H  0.40  4.19  0.67
H  0.84  4.52  -1.72
H  1.62  2.89  0.86
H  2.13  3.28  -1.77
H  -2.29  2.84  -0.26
H  -0.01  2.67  1.54
C  1.06  3.47  -1.96
H  -1.48  4.22  -1.09
H  0.86  3.29  -3.03
H  -2.08  2.81  -2.04
P  0.10  -2.58  -0.48
C  -1.50  -3.45  -0.35
C  1.12  -3.66  -1.54
H  1.85  -2.72  1.20
H  0.70  -4.10  1.32
H  0.26  -2.49  1.96
C  0.79  -3.02  1.16
H  2.17  -3.33  -1.48
H  1.05  -4.71  -1.19
H  -1.29  -4.50  -0.13
H  -2.05  -3.35  -1.30
H  0.77  -3.60  -2.58
H  -2.11  -2.99  0.45
C  -2.87  0.42  -0.42
O  -4.00  0.53  -0.18
F  0.89  0.27  4.99
C  0.54  0.17  3.66
C  1.55  0.22  2.70
C  1.18  0.13  1.36
C  -0.18  -0.02  0.97
C  -1.13  -0.08  1.98
C  -0.79  0.04  3.34
H  2.59  0.33  3.01
H  1.96  0.19  0.58
H  -2.19  -0.23  1.74
H  -1.56  0.03  4.11

Results of the natural (NBO) charge analysis, in e, for atoms 1 through 4:
1. C -1.08
2. I 0.06
3. H 0.28
4. H 0.28

=====

Record 7
Density functional theory data (ωB97M-V/def2-TZVPD) for 2 unconnected molecules or ions with the total composition C14H25N2O4P.

Calculated values
Total charge: +1
Orbital gap (alpha / beta), eV: 5.84 / 6.54
Spin multiplicity: 2

Element x y z (Å)
O  -0.15  -5.03  -1.79
P  -0.54  -3.80  -1.07
O  -0.11  -3.85  0.51
O  0.06  -2.45  -1.83
N  -2.31  -3.66  -1.25
C  -3.04  -4.83  -1.38
C  -4.49  -4.75  -1.57
C  -5.16  -3.42  -1.62
C  -4.34  -2.21  -1.48
C  -2.89  -2.39  -1.29
H  0.59  -3.19  0.72
H  -0.43  -2.44  -2.69
H  -2.53  -5.82  -1.36
H  -5.03  -5.72  -1.67
H  -6.26  -3.35  -1.76
H  -4.72  -1.17  -1.52
H  -2.25  -1.49  -1.19
C  3.51  2.77  0.63
C  2.03  3.23  0.51
C  1.47  3.45  1.92
C  1.26  2.14  2.67
C  0.39  1.18  1.87
C  0.84  0.98  0.41
N  1.22  2.25  -0.28
O  0.09  2.85  -0.64
C  2.03  -0.01  0.33
C  -0.29  0.22  -0.32
C  2.14  4.58  -0.23
H  4.13  3.60  0.97
H  3.67  1.99  1.37
H  3.91  2.44  -0.33
H  0.51  3.99  1.86
H  2.14  4.10  2.49
H  2.22  1.68  2.92
H  0.77  2.35  3.63
H  0.36  0.22  2.39
H  -0.63  1.57  1.88
H  2.39  -0.11  -0.69
H  1.73  -1.01  0.67
H  2.87  0.26  0.96
H  -1.25  0.74  -0.25
H  -0.44  -0.77  0.11
H  -0.05  0.09  -1.38
H  2.56  4.44  -1.23
H  2.80  5.26  0.31
H  1.19  5.09  -0.33

Results of the natural (NBO) charge analysis, in e, for atoms 1 through 4:
1. O -1.03
2. P 2.41
3. O -0.93
4. O -0.93

=====

Record 8
Density functional theory data (ωB97M-V/def2-TZVPD) for a molecular structure, C14H25N3.

Calculated values
Total charge: 0
Orbital gap, eV: 8.24

Element x y z (Å)
N  -0.26  0.48  -0.02
C  0.73  -0.14  0.61
C  1.93  0.44  0.22
C  1.66  1.50  -0.61
C  0.25  1.49  -0.81
H  -1.25  0.49  0.19
H  0.44  -0.93  1.29
H  2.95  0.17  0.45
H  2.46  2.15  -0.91
H  -0.43  2.14  -1.34
N  3.58  -3.17  1.20
C  3.35  -1.78  1.23
C  4.50  -1.08  1.17
C  5.49  -2.02  0.85
C  4.95  -3.28  0.91
H  2.91  -3.92  1.13
H  2.36  -1.36  1.37
H  4.63  -0.03  1.39
H  6.56  -1.85  0.91
H  5.53  -4.18  1.04
C  -1.59  0.59  -2.75
C  -2.67  1.20  -1.87
N  -2.42  0.71  -0.43
C  -3.02  -0.65  -0.17
C  -2.06  -1.44  0.72
C  -2.93  1.58  0.65
C  -2.19  2.93  0.65
H  -1.63  -0.49  -2.91
H  -0.58  0.77  -2.38
H  -1.71  0.92  -3.78
H  -2.62  2.28  -1.97
H  -3.68  0.93  -2.17
H  -4.04  -0.55  0.19
H  -3.13  -1.16  -1.13
H  -2.32  -1.56  1.78
H  -2.17  -2.51  0.55
H  -0.99  -1.26  0.57
H  -2.81  1.13  1.63
H  -4.01  1.66  0.51
H  -1.11  2.83  0.64
H  -2.28  3.42  1.63
H  -2.36  3.58  -0.21

Results of the natural (NBO) charge analysis, in e, for atoms 1 through 4:
1. N -0.55
2. C -0.12
3. C -0.27
4. C -0.32

=====

Record 9
Density functional theory data (ωB97M-V/def2-TZVPD) for a single C14H25N3O4S molecule.

Calculated values
Total charge: 0
SMILES: COC(=O)[C@H](C)NC(=O)[C@H](CCCCNC(C)=S)NC(C)=O
Orbital gap, eV: 8.59

Element x y z (Å)
C  -2.11  2.89  3.95
O  -1.62  1.67  3.43
C  -1.34  0.63  4.28
O  -1.48  0.63  5.43
C  -0.75  -0.62  3.62
C  0.45  -1.16  4.38
N  -0.26  -0.42  2.25
C  -0.92  -1.07  1.18
O  -1.75  -1.96  1.41
C  -0.79  -0.37  -0.24
C  0.46  -0.84  -1.00
C  0.53  -2.30  -1.59
C  -0.31  -2.46  -2.87
C  0.64  -2.39  -4.10
N  0.67  -1.10  -4.76
C  1.45  0.04  -4.34
C  2.77  -0.07  -3.58
S  0.50  1.39  -4.62
N  -0.88  1.16  -0.11
C  0.12  2.05  0.38
C  0.10  3.55  0.04
O  1.16  1.57  0.85
H  -1.18  3.39  4.19
H  -2.70  3.45  3.17
H  -2.76  2.77  4.87
H  -1.54  -1.39  3.69
H  0.95  -2.04  3.81
H  1.18  -0.41  4.58
H  0.05  -1.42  5.32
H  0.24  0.42  2.01
H  -1.77  -0.66  -0.79
H  0.64  -0.06  -1.76
H  1.33  -0.79  -0.24
H  -0.01  -2.94  -0.86
H  1.58  -2.53  -1.63
H  -0.73  -3.47  -2.87
H  -1.15  -1.79  -2.84
H  1.57  -2.67  -3.89
H  0.22  -3.06  -4.96
H  -0.29  -0.85  -4.99
H  2.92  0.89  -3.17
H  3.58  -0.28  -4.31
H  2.73  -0.78  -2.75
H  -1.76  1.63  -0.46
H  0.99  4.09  0.32
H  -0.01  3.65  -1.04
H  -0.69  4.03  0.60

Results of the natural (NBO) charge analysis, in e, for atoms 1 through 4:
1. C -0.27
2. O -0.53
3. C 0.80
4. O -0.57

=====

| no. | strongest force on any atom (eV/A) |
| --- | --- |
| 1 | 1.52 |
| 2 | 5.01 |
| 3 | 0.17 |
| 4 | 0.99 |
| 5 | 2.58 |
| 6 | 5.10 |
| 7 | 3.91 |
| 8 | 6.02 |
| 9 | 5.88 |